[1]
Below is a structure of composition C3H8N2S at a distorted geometry, with properties calculated with ωB97M-V/def2-TZVPD.

Output
HOMO, eV: -8.08
Lowest unoccupied orbital energy, eV: 0.39
Relative energy (zero: lowest compared OMol25 entry of this formula, charge and spin), eV: 5.343
Energy, eV: -17051.38765
Kohn-Sham gap, Ha: 0.3114

Element x y z (Å)
C  -0.2785  -1.8807  0.0734
C  0.8992  0.1963  -0.0068
C  0.8704  1.6596  0.0959
H  0.2010  -2.0239  -1.0269
H  -1.1945  -2.4051  0.3813
H  0.5598  -2.1795  0.8082
H  -2.0551  1.0018  0.5783
H  -1.7333  0.5863  -0.9755
H  1.9428  2.0379  -0.6966
H  0.6445  2.0915  1.3127
H  -0.2347  1.8904  -0.4845
N  -0.2703  -0.4438  0.0747
N  -1.6841  0.0641  -0.1018
S  2.3327  -0.5948  -0.0324

Forces on atoms 1 to 6 (eV/Å):
C 3.2948 -0.8513 -1.1988
C -0.1198 0.1499 1.2067
C -1.5046 3.0142 -1.6612
H -1.4206 -1.1369 2.4080
H 0.1347 0.7851 -0.7420
H -1.2944 0.1393 -1.2419



[2]
Below is a structure of composition C3H8N2S at a distorted geometry, with properties calculated with ωB97M-V/def2-TZVPD.

Output
HOMO, eV: -8.26
Lowest unoccupied orbital energy, eV: 0.10
Relative energy (zero: lowest compared OMol25 entry of this formula, charge and spin), eV: 5.863
Energy, eV: -17050.86692
Kohn-Sham gap, Ha: 0.3072

Element x y z (Å)
C  0.5836  1.2896  -0.4289
C  -0.5373  0.8561  0.6886
C  -1.2283  -0.3572  0.1097
H  1.2437  0.6104  -0.6334
H  0.1499  1.7326  -1.4355
H  1.4905  2.0689  -0.1506
H  -1.2169  1.7521  1.0599
H  0.0590  0.7762  1.7380
H  -0.7437  -2.2713  -0.8234
H  1.3453  -2.2122  0.5837
H  1.5630  -1.0260  -0.7654
N  -0.5983  -1.5413  0.0810
N  0.7234  -1.5058  0.1011
S  -2.8338  -0.1721  -0.1249

Forces on atoms 1 to 6 (eV/Å):
C -2.5000 6.8959 0.6902
C 3.1823 2.6733 1.6129
C -2.2136 1.8817 2.0456
H 2.7573 -4.4933 -1.3944
H 0.5476 -1.0396 2.1599
H -2.8710 -0.9869 0.1557



[3]
Below is the molecule C3H8N2S2 at a distorted geometry, with properties calculated with ωB97M-V/def2-TZVPD.

Output
HOMO, eV: -8.83
Lowest unoccupied orbital energy, eV: 0.55
Relative energy (zero: lowest compared OMol25 entry of this formula, charge and spin), eV: 2.322
SMILES string: [H]/N=C(/NSC)SC
Energy, eV: -27889.37511
Kohn-Sham gap, Ha: 0.3450

Element x y z (Å)
H  3.0635  -1.6924  0.1144
N  2.0694  -2.0590  -0.0223
C  1.2691  -1.0535  -0.1960
N  -0.0136  -1.1229  -0.0187
S  -1.2995  -0.7645  -1.0354
C  -2.2269  0.2314  0.1755
S  2.0641  0.4288  -0.7411
C  0.8247  1.6020  -0.0837
H  -0.0993  -2.1041  0.3671
H  -3.2769  0.2597  -0.3580
H  -1.7823  1.3424  0.3029
H  -2.2559  -0.3664  1.2586
H  -0.1821  1.5338  -0.6923
H  0.5060  1.2259  0.9215
H  1.3397  2.5388  0.0075

Forces on atoms 1 to 6 (eV/Å):
H -1.7622 -0.7779 -0.5617
N 0.4738 0.8408 0.9258
C 6.0364 0.3556 -1.5557
N -2.8833 -3.5523 1.7804
S -0.4073 1.0253 0.2917
C -1.0641 0.4552 0.9682



[4]
Below is the molecule C3H8N2S2 at a distorted geometry, with properties calculated with ωB97M-V/def2-TZVPD.

Output
HOMO, eV: -8.67
Lowest unoccupied orbital energy, eV: 0.43
Relative energy (zero: lowest compared OMol25 entry of this formula, charge and spin), eV: 4.724
SMILES string: C/N=C(/NS)SC
Energy, eV: -27886.97286
Kohn-Sham gap, Ha: 0.3344

Element x y z (Å)
C  -1.3376  -2.1419  0.1033
N  -1.0753  -0.7788  -0.3969
C  -0.0538  -0.0933  -0.0829
N  -0.0304  1.1919  0.1146
S  -1.4543  2.1348  -0.4442
S  1.3174  -1.0678  -0.0813
C  2.5880  -0.2573  1.1889
H  -0.6036  -2.4198  0.8742
H  -2.4148  -1.8752  0.4756
H  -1.3766  -2.9823  -0.8405
H  0.7653  1.5472  -0.2619
H  -2.1437  1.1678  -1.2882
H  3.7813  -0.7726  0.9625
H  2.4851  0.7575  0.7365
H  2.2581  -0.4322  2.4708

Forces on atoms 1 to 6 (eV/Å):
C -1.8858 0.0238 -2.4909
N -1.2839 0.3142 -0.0270
C -1.4885 -4.2250 0.0473
N -3.3929 2.7326 0.2114
S -0.3160 -1.4463 -0.5283
S 3.9880 -0.7234 1.7875



[5]
Below is the ion C3H8N3 with charge +1 at a distorted geometry, with properties calculated with ωB97M-V/def2-TZVPD.

Output
HOMO (alpha / beta), eV: -13.87 / -13.29
Lowest unoccupied orbital energy (alpha / beta), eV: -5.16 / -4.66
Relative energy (zero: lowest compared OMol25 entry of this formula, charge and spin), eV: 6.106
Energy, eV: -7699.17269
Total charge: +1
Kohn-Sham gap (alpha / beta), Ha: 0.3202 / 0.3170

Element x y z (Å)
C  -0.2824  -1.7780  1.0176
C  -1.0437  -1.0549  -0.0262
C  0.2564  1.3217  -0.4604
N  0.5810  -0.9578  1.3381
N  1.1787  1.1710  0.4388
N  -0.5165  -0.1764  -1.0002
H  -0.5235  -2.6794  1.5209
H  -1.9362  -0.8784  0.4831
H  0.4832  1.5810  -1.4791
H  -0.6053  1.9347  -0.2038
H  1.0582  0.8583  1.3540
H  2.1928  0.9981  0.0804
H  0.3790  -0.6034  -1.4540
H  -1.2216  0.2633  -1.6091

Forces on atoms 1 to 6 (eV/Å):
C 1.5139 0.6714 -1.0359
C 1.0258 -0.5591 0.3588
C -2.0654 1.5218 -0.9303
N -0.1612 -1.1531 0.7410
N 5.0693 0.6668 -2.4576
N 1.6601 -1.3040 0.2230



[6]
Below is the ion C3H8N3 with charge +1 at a distorted geometry, with properties calculated with ωB97M-V/def2-TZVPD.

Output
HOMO, eV: -14.69
Lowest unoccupied orbital energy, eV: -4.98
Relative energy (zero: lowest compared OMol25 entry of this formula, charge and spin), eV: 5.883
Energy, eV: -7699.39556
Total charge: +1
Kohn-Sham gap, Ha: 0.3565

Element x y z (Å)
C  1.5355  -1.3198  0.6632
C  0.4896  1.1344  1.0087
C  -0.4506  0.2161  -1.1113
N  2.1948  -0.2587  0.8059
N  0.1167  -1.2096  0.7135
N  -0.3268  0.1021  0.3988
H  2.0789  -2.3112  0.5683
H  0.2529  1.2833  2.0078
H  0.6806  2.0744  0.5008
H  0.5400  0.0710  -1.5085
H  -1.0390  -0.6294  -1.5832
H  -0.7771  1.3116  -1.1707
H  -0.4802  -1.9183  0.3450
H  -1.2121  0.2675  0.8073

Forces on atoms 1 to 6 (eV/Å):
C -0.1730 0.9934 0.3207
C 3.7858 -2.5554 -1.4667
C -0.4897 1.3841 0.1853
N -1.5112 1.8585 0.2854
N 0.6501 -0.6335 1.2502
N 0.5599 -0.4017 -2.0473



[7]
Below is a structure of composition C3H8N3O at a distorted geometry, with properties calculated with ωB97M-V/def2-TZVPD.

Output
HOMO, eV: -12.07
Lowest unoccupied orbital energy, eV: -4.05
Relative energy (zero: lowest compared OMol25 entry of this formula, charge and spin), eV: 4.635
Energy, eV: -9747.82879
Total charge: +1
Kohn-Sham gap, Ha: 0.2950

Element x y z (Å)
C  -0.8086  -1.5825  0.4729
C  -0.0473  0.6480  -0.5792
C  1.1167  0.3951  0.3700
N  0.8268  -0.7582  0.9825
N  2.2920  1.0463  0.4464
N  -1.1819  -0.3560  -0.2809
O  1.5112  -1.3943  1.7781
H  -0.5160  -2.4337  -0.1176
H  -1.3386  -1.7595  1.3910
H  -0.4477  1.6614  -0.5014
H  0.2873  0.4902  -1.6071
H  2.9758  0.5921  1.0398
H  2.2806  2.0559  0.4988
H  -1.6029  -0.6090  -1.1823
H  -1.8949  0.1407  0.2619

Forces on atoms 1 to 6 (eV/Å):
C 4.0338 2.9710 0.3344
C 1.0552 0.5066 -0.1836
C -3.7038 -3.1438 0.0862
N -0.7834 -0.5427 -0.0699
N 0.2104 0.0650 0.0541
N -0.5944 0.0902 -0.1767



[8]
Below is the ion C3H8N3S with charge +1 at a distorted geometry, with properties calculated with ωB97M-V/def2-TZVPD.

Output
HOMO, eV: -13.95
Lowest unoccupied orbital energy, eV: -3.45
Relative energy (zero: lowest compared OMol25 entry of this formula, charge and spin), eV: 0.654
Energy, eV: -18538.85126
Total charge: +1
Kohn-Sham gap, Ha: 0.3859

Element x y z (Å)
C  1.4096  -0.1963  -0.0544
C  -1.0610  1.2448  0.5733
C  -2.0201  0.4374  -0.2426
N  0.8080  -1.2629  0.1539
N  2.6823  -0.1078  -0.2138
N  -1.6872  -0.7632  -0.5393
S  0.5190  1.3839  -0.2557
H  -1.3727  2.3167  0.7144
H  -1.1477  0.8064  1.6641
H  -2.9549  0.9969  -0.4552
H  1.1326  -2.2814  0.0769
H  3.3248  -0.9991  -0.1406
H  2.9225  0.8656  -0.0203
H  -2.2387  -1.3450  -1.1440
H  -0.3166  -1.0960  -0.1166

Forces on atoms 1 to 6 (eV/Å):
C -0.5258 1.6835 -0.2386
C -0.7703 -0.1107 2.3505
C -0.5301 -0.5293 -0.1715
N -4.3459 -4.5326 -0.2904
N 3.3539 -0.2682 0.1728
N 0.1834 1.6980 0.3150



Please write out number 7 again, unchanged.
Below is a structure of composition C3H8N3O at a distorted geometry, with properties calculated with ωB97M-V/def2-TZVPD.

Output
HOMO, eV: -12.07
Lowest unoccupied orbital energy, eV: -4.05
Relative energy (zero: lowest compared OMol25 entry of this formula, charge and spin), eV: 4.635
Energy, eV: -9747.82879
Total charge: +1
Kohn-Sham gap, Ha: 0.2950

Element x y z (Å)
C  -0.8086  -1.5825  0.4729
C  -0.0473  0.6480  -0.5792
C  1.1167  0.3951  0.3700
N  0.8268  -0.7582  0.9825
N  2.2920  1.0463  0.4464
N  -1.1819  -0.3560  -0.2809
O  1.5112  -1.3943  1.7781
H  -0.5160  -2.4337  -0.1176
H  -1.3386  -1.7595  1.3910
H  -0.4477  1.6614  -0.5014
H  0.2873  0.4902  -1.6071
H  2.9758  0.5921  1.0398
H  2.2806  2.0559  0.4988
H  -1.6029  -0.6090  -1.1823
H  -1.8949  0.1407  0.2619

Forces on atoms 1 to 6 (eV/Å):
C 4.0338 2.9710 0.3344
C 1.0552 0.5066 -0.1836
C -3.7038 -3.1438 0.0862
N -0.7834 -0.5427 -0.0699
N 0.2104 0.0650 0.0541
N -0.5944 0.0902 -0.1767



> What is the energy in the fifth record?

-7699.17269 eV